# C36H63N13O25P

10 unconnected molecules or ions with the total composition C36H63N13O25P (ωB97M-V/def2-TZVPD, the Open Molecules 2025 dataset).

Output
HOMO: -9.77 eV
total energy: -118166.4247 eV
HOMO-LUMO gap: 5.4954 eV

Geometry as ORCA input:
```
! RIJCOSX wB97M-V def2-TZVPD def2/J DEFGRID3
* xyz 1 1
C 3.010 -2.198 1.097
C 2.364 -1.032 0.297
C 3.241 -0.164 -0.448
C 2.684 0.949 -1.204
C 1.265 1.141 -1.193
C 0.662 2.316 -2.033
C 0.494 1.754 -3.519
C 1.636 3.542 -2.060
C 0.387 0.262 -0.452
O -0.976 0.567 -0.516
C -1.716 -0.514 -1.088
C -2.951 -0.011 -1.881
C -2.903 -0.350 -3.271
C -3.930 0.059 -4.177
C -3.832 -0.279 -5.676
O -2.901 0.170 -6.291
O -4.780 -1.028 -6.346
N -5.303 -1.970 -5.415
C -5.025 0.838 -3.596
C -6.132 1.276 -4.598
C -5.795 2.678 -5.236
O -4.378 2.833 -5.405
C -6.393 3.927 -4.499
N -5.377 4.651 -3.688
C -5.019 1.145 -2.192
C -6.184 2.006 -1.668
O -5.624 3.196 -1.143
C -6.555 4.009 -0.520
C -6.031 4.947 0.447
C -6.869 5.877 1.137
C -8.277 5.890 0.854
C -8.840 4.959 -0.080
C -7.964 4.033 -0.763
N -4.009 0.708 -1.340
P -3.989 1.047 0.412
N -3.015 2.237 0.604
O -5.428 1.488 1.065
O -3.533 -0.275 1.280
C 0.942 -0.809 0.308
H 3.045 -1.874 2.168
H 4.051 -2.390 0.769
H 2.356 -3.099 1.074
H 4.320 -0.404 -0.415
H 3.344 1.605 -1.793
H -0.326 2.570 -1.587
H 0.579 0.648 -3.572
H -0.526 2.034 -3.873
H 1.235 2.284 -4.151
H 2.019 3.708 -1.032
H 2.484 3.298 -2.744
H 1.150 4.453 -2.469
H -0.994 -1.028 -1.774
H -1.973 -1.296 -0.326
H -2.053 -0.923 -3.692
H -6.048 -1.471 -4.913
H -5.712 -2.704 -5.993
H -7.142 1.259 -4.122
H -6.205 0.553 -5.446
H -6.239 2.680 -6.264
H -4.218 2.826 -6.363
H -7.313 3.717 -3.907
H -6.724 4.636 -5.307
H -5.907 5.275 -3.076
H -4.869 5.284 -4.311
H -6.727 1.394 -0.895
H -6.938 2.280 -2.427
H -4.939 4.932 0.643
H -6.382 6.572 1.842
H -8.920 6.626 1.364
H -9.926 4.988 -0.280
H -8.417 3.341 -1.499
H -3.519 3.013 1.039
H -5.900 0.683 1.365
H -3.844 -1.074 0.806
H 0.291 -1.493 0.885
C 4.497 -4.824 3.953
N 5.366 -3.791 3.326
O 6.339 -4.176 2.711
O 5.039 -2.630 3.474
H 4.911 -5.805 3.739
H 4.485 -4.635 5.023
H 3.503 -4.720 3.523
C 9.818 -4.696 3.910
N 10.126 -6.119 3.619
O 11.275 -6.405 3.337
O 9.198 -6.899 3.688
H 10.727 -4.111 3.815
H 9.071 -4.367 3.190
H 9.433 -4.648 4.925
C 6.829 2.240 1.703
N 5.830 1.817 0.685
O 4.797 2.445 0.610
O 6.120 0.861 -0.007
H 6.436 3.097 2.241
H 6.988 1.400 2.375
H 7.744 2.499 1.176
C -6.913 3.110 4.613
N -7.935 3.945 3.926
O -7.962 5.129 4.197
O -8.670 3.379 3.141
H -6.335 3.743 5.278
H -7.441 2.341 5.172
H -6.279 2.673 3.844
C -8.007 -1.536 -0.235
N -6.524 -1.650 -0.184
O -5.966 -2.201 -1.102
O -5.963 -1.171 0.797
H -8.359 -2.000 -1.151
H -8.405 -2.050 0.637
H -8.256 -0.477 -0.215
C 13.053 -6.589 6.886
N 12.071 -5.531 6.530
O 12.500 -4.512 6.028
O 10.900 -5.763 6.768
H 14.047 -6.246 6.618
H 12.977 -6.759 7.957
H 12.788 -7.483 6.325
C 12.557 -0.980 3.958
N 11.356 -0.753 3.109
O 10.947 -1.692 2.454
O 10.870 0.360 3.132
H 12.880 -2.010 3.838
H 13.329 -0.291 3.624
H 12.272 -0.782 4.988
C 8.069 -8.646 7.013
N 6.867 -8.423 6.167
O 6.448 -9.365 5.527
O 6.388 -7.304 6.179
H 8.383 -9.680 6.904
H 8.844 -7.967 6.666
H 7.790 -8.433 8.042
C -4.845 3.400 -9.004
N -5.824 4.221 -9.767
O -5.854 5.412 -9.536
O -6.521 3.633 -10.567
H -4.294 4.051 -8.331
H -5.410 2.653 -8.448
H -4.176 2.931 -9.722
*
```